{"formula": "C2H5F2N2P", "method": "ωB97M-V/def2-TZVPD", "species": ["C", "C", "N", "N", "F", "F", "P", "H", "H", "H", "H", "H"], "coordinates": [[-2.923349, 0.651208, 0.131443], [2.724097, -0.113531, -0.198152], [-2.002924, 1.445007, 0.146660], [1.447195, -0.476134, 0.302358], [-0.726335, -1.000325, 1.289501], [-0.812054, -1.031395, -0.965362], [-0.010522, -0.167614, 0.103779], [-3.988479, 1.121386, -0.227824], [-2.832786, -0.319443, 0.477812], [2.641665, 0.304149, -1.181307], [3.315706, -0.986800, -0.315064], [3.167784, 0.573493, 0.436156]], "forces_ev_per_a": [[-3.61, 2.11, -1.02], [-1.22, -0.42, -1.14], [2.29, 1.03, -0.45], [0.63, -0.15, 0.00], [0.22, 0.77, -0.01], [0.33, 0.22, -0.81], [-2.53, -0.91, 1.38], [2.14, -1.26, 0.92], [-0.25, -2.21, 0.35], [0.12, 0.43, -0.66], [0.70, -0.88, 0.18], [1.19, 1.26, 1.25]], "e_above_lowest_kcal_mol": 77.6, "e_lumo_ha": [-0.0549, -0.0330]}

{"formula": "C33H68BN2O31S7", "method": "ωB97M-V/def2-TZVPD", "species": ["C", "C", "C", "C", "C", "C", "C", "C", "C", "C", "C", "C", "N", "O", "B", "O", "C", "C", "C", "N", "C", "C", "C", "C", "O", "H", "H", "H", "H", "H", "H", "H", "H", "H", "H", "H", "H", "H", "H", "H", "H", "H", "H", "H", "H", "H", "H", "H", "H", "H", "H", "H", "H", "H", "H", "H", "H", "H", "H", "H", "H", "H", "H", "H", "H", "C", "C", "O", "S", "O", "O", "O", "H", "H", "H", "H", "C", "C", "O", "S", "O", "O", "O", "H", "H", "H", "H", "C", "C", "O", "S", "O", "O", "O", "H", "H", "H", "H", "C", "C", "O", "S", "O", "O", "O", "H", "H", "H", "H", "C", "C", "O", "S", "O", "O", "O", "H", "H", "H", "H", "C", "C", "O", "S", "O", "O", "O", "H", "H", "H", "H", "C", "C", "O", "S", "O", "O", "O", "H", "H", "H", "H"], "coordinates": [[-4.852370, 0.703636, -0.111461], [-5.129525, -0.690555, 0.462733], [-4.555778, -1.753610, -0.496899], [-4.018447, -3.010727, 0.202650], [-3.885900, -4.207582, -0.774173], [-2.471534, -4.283472, -1.376181], [-2.058553, -2.955878, -1.957926], [-1.001371, -2.985495, -3.035378], [-0.682346, -1.510317, -3.305539], [0.685359, -1.110445, -2.725843], [0.568671, 0.273986, -2.096041], [1.897955, 0.934548, -1.666898], [3.131202, 0.175431, -1.848529], [2.112140, 2.045785, -2.528445], [1.608531, 3.291375, -1.910835], [1.430717, 3.011560, -0.458034], [1.768038, 1.682266, -0.297440], [2.798293, 1.304279, 0.760113], [3.939891, 2.317673, 0.868473], [4.496597, 2.322175, 2.239064], [5.798442, 1.664060, 2.356646], [5.819110, 0.279316, 1.728906], [4.401120, 3.513523, 2.870794], [5.427910, 3.884510, 3.931553], [3.518204, 4.286049, 2.675174], [-5.545189, 0.903945, -0.918320], [-3.864903, 0.766652, -0.548791], [-4.916943, 1.506791, 0.617641], [-6.199439, -0.803296, 0.543404], [-4.721929, -0.826284, 1.459135], [-5.318114, -1.995854, -1.230477], [-3.747961, -1.276234, -1.024847], [-4.719795, -3.290057, 0.987225], [-3.048867, -2.837164, 0.660427], [-4.617141, -4.153160, -1.566825], [-4.081567, -5.108099, -0.197304], [-1.785452, -4.565784, -0.582023], [-2.452024, -5.071763, -2.115928], [-1.796922, -2.272639, -1.156175], [-2.946712, -2.546541, -2.424939], [-0.098207, -3.500152, -2.737248], [-1.440414, -3.411906, -3.930100], [-1.433059, -0.893499, -2.832409], [-0.682011, -1.278442, -4.364644], [1.032652, -1.823811, -1.980356], [1.404650, -0.998668, -3.527043], [0.128317, 0.956548, -2.808654], [-0.123964, 0.149134, -1.265774], [3.227152, 0.031255, -2.845332], [3.031658, -0.727000, -1.395166], [0.592374, 3.646998, -2.512898], [2.452236, 4.169893, -2.141388], [0.845135, 1.238607, 0.114913], [3.150678, 0.291378, 0.610631], [2.309447, 1.318428, 1.728038], [3.509782, 3.265918, 0.572873], [4.697742, 2.078640, 0.136112], [6.008850, 1.496110, 3.399831], [6.628605, 2.268575, 1.988880], [5.966413, 0.380837, 0.662637], [4.894947, -0.228927, 1.944655], [6.646564, -0.304128, 2.114462], [6.337428, 4.287645, 3.505023], [4.987001, 4.648646, 4.548430], [5.613951, 3.052595, 4.590101], [-2.391085, 5.244977, -2.513839], [-3.383800, 4.906163, -1.423974], [-4.574289, 4.524942, -2.131119], [-4.165494, 3.809176, -3.506210], [-4.209753, 2.404477, -3.320535], [-4.862304, 4.448382, -4.563717], [-2.640455, 4.270883, -3.540048], [-2.578092, 6.238207, -2.929521], [-1.361223, 5.183050, -2.179003], [-3.587767, 5.747815, -0.768036], [-3.049419, 4.053174, -0.829658], [2.852157, 3.973972, 6.389617], [1.908490, 3.836840, 5.216901], [0.992177, 2.798957, 5.621865], [0.777021, 2.859987, 7.200913], [-0.413094, 3.577230, 7.483763], [1.010835, 1.571168, 7.739161], [2.021750, 3.807280, 7.551172], [3.605275, 3.183376, 6.391533], [3.344597, 4.941753, 6.415726], [2.416558, 3.567505, 4.297780], [1.336727, 4.752736, 5.057130], [-5.669731, -9.399361, -1.957478], [-5.843875, -8.453054, -0.788242], [-4.658960, -7.652778, -0.794853], [-4.156898, -7.447825, -2.306872], [-4.636238, -6.216921, -2.796495], [-2.796434, -7.820200, -2.378903], [-5.050076, -8.610143, -2.975346], [-4.999328, -10.224358, -1.705201], [-6.615876, -9.797609, -2.315013], [-5.942559, -8.973405, 0.160490], [-6.703071, -7.793856, -0.933253], [10.810357, 2.396975, 4.729142], [10.322115, 3.553794, 3.885300], [8.895790, 3.484614, 3.977374], [8.473535, 2.924611, 5.421033], [8.161392, 4.020606, 6.257960], [7.595922, 1.832892, 5.240461], [9.916341, 2.360968, 5.846957], [10.728726, 1.449107, 4.193053], [11.833143, 2.533618, 5.070048], [10.638122, 3.479783, 2.848588], [10.645561, 4.512475, 4.297179], [-3.793420, 1.283786, -6.794158], [-2.306044, 1.568010, -6.809794], [-1.726319, 0.470336, -6.099401], [-2.590866, -0.851234, -6.351953], [-1.975567, -1.606073, -7.381740], [-2.930606, -1.410490, -5.103657], [-3.895414, -0.139382, -6.962812], [-4.239084, 1.548980, -5.833078], [-4.322809, 1.795757, -7.593508], [-2.052493, 2.506807, -6.325418], [-1.909856, 1.564149, -7.828502], [-7.613397, 1.522813, 4.978434], [-6.331913, 0.881108, 4.490599], [-6.768508, -0.176749, 3.630021], [-8.126979, 0.252667, 2.896659], [-7.819866, 0.757955, 1.614718], [-9.085140, -0.768391, 3.098254], [-8.486164, 1.501307, 3.843296], [-8.073758, 0.936926, 5.777186], [-7.463927, 2.544187, 5.318120], [-5.726714, 0.484275, 5.300618], [-5.735226, 1.579022, 3.899175], [5.319468, -4.641982, -2.304827], [5.004044, -3.396136, -3.108146], [3.575247, -3.334064, -3.121027], [2.999949, -3.925243, -1.748649], [2.737280, -2.859883, -0.859474], [2.038862, -4.914070, -2.054190], [4.347195, -4.653800, -1.255556], [5.190720, -5.546293, -2.904249], [6.322550, -4.623981, -1.886393], [5.388727, -3.443941, -4.123088], [5.381936, -2.495641, -2.617549]], "forces_ev_per_a": [[-0.05, -0.10, 0.30], [0.42, 0.12, -0.69], [0.07, 0.32, 1.02], [-0.88, -0.38, -0.99], [0.89, 0.35, 0.84], [-0.59, -0.16, 0.57], [-0.37, -0.79, -0.22], [-0.45, 1.16, -0.07], [1.38, -0.35, -0.04], [-0.58, 0.98, -0.14], [0.44, -0.83, 0.37], [0.58, 2.89, -0.90], [-0.19, -0.54, 0.95], [-0.06, -0.35, -0.05], [0.65, 0.65, -0.90], [0.94, 0.10, -0.76], [-2.14, -2.64, 1.12], [0.42, 1.09, 0.13], [-0.96, -1.02, -0.27], [1.47, 0.25, -1.19], [-0.01, -0.92, 0.57], [0.26, 0.61, -0.31], [1.59, -0.44, 1.16], [-0.54, -0.35, 0.27], [-2.18, 1.84, -0.70], [-0.22, 0.19, -0.19], [0.38, -0.07, -0.04], [-0.26, 0.09, 0.17], [-0.37, -0.18, 0.19], [0.26, 0.10, 0.22], [-0.07, -0.27, -0.19], [0.23, 0.07, -0.34], [-0.07, 0.02, 0.24], [0.10, 0.24, 0.23], [-0.28, 0.13, -0.17], [-0.07, -0.31, -0.08], [0.28, -0.19, 0.14], [0.17, -0.15, -0.33], [0.27, 0.18, 0.13], [-0.15, 0.32, -0.23], [0.11, -0.42, -0.04], [0.09, -0.49, -0.12], [-0.36, 0.23, -0.10], [0.02, 0.03, -0.03], [0.00, 0.00, -0.14], [0.38, -0.54, -0.25], [-0.26, 0.22, -0.18], [-0.08, 0.27, 0.26], [0.02, -0.06, -0.05], [0.11, -0.18, -0.23], [-0.74, 0.13, 0.26], [0.06, 0.21, 0.22], [0.06, -0.26, 0.23], [0.10, -0.21, -0.16], [-0.22, 0.04, 0.27], [0.06, 0.40, 0.41], [0.49, -0.03, -0.06], [-0.03, 0.17, 0.42], [0.01, 0.22, -0.33], [-0.24, -0.32, -0.38], [-0.30, -0.30, -0.04], [0.20, -0.08, 0.20], [0.29, -0.18, -0.14], [-0.19, 0.49, 0.01], [0.47, -0.27, 0.10], [0.04, 0.50, 0.10], [0.40, -0.35, 0.27], [-0.06, 0.16, -0.42], [0.58, 0.42, 0.80], [-0.13, -0.20, -0.40], [-0.34, -0.14, -0.30], [-0.26, -0.25, 0.14], [-0.06, -0.03, -0.01], [0.19, -0.35, -0.14], [-0.24, 0.02, -0.11], [0.06, 0.04, -0.02], [0.29, -0.31, -0.17], [-0.13, 0.39, -0.07], [0.24, -0.15, 0.43], [0.43, 0.30, -0.59], [-0.25, 0.00, 0.29], [-0.19, -0.26, 0.16], [-0.26, 0.09, -0.11], [0.00, 0.01, -0.01], [-0.13, 0.06, 0.19], [-0.29, -0.17, 0.02], [0.03, 0.00, -0.03], [0.21, -0.33, 0.17], [-0.43, 0.22, -0.10], [0.19, -0.35, -0.17], [-0.34, -0.46, 0.12], [-0.07, 0.27, -0.40], [0.31, 0.08, 0.05], [-0.18, 0.15, 0.23], [-0.03, -0.01, 0.04], [0.02, 0.12, -0.18], [0.22, 0.09, 0.07], [-0.03, -0.05, 0.00], [0.04, -0.33, -0.31], [0.25, 0.37, 0.18], [-0.02, -0.41, 0.04], [0.66, 0.09, -0.31], [-0.22, 0.06, 0.31], [-0.27, -0.19, 0.10], [-0.04, 0.35, -0.04], [0.01, 0.02, -0.02], [-0.08, 0.02, 0.22], [-0.25, -0.05, -0.07], [0.04, -0.02, -0.01], [-0.17, 0.29, 0.45], [0.01, 0.11, -0.45], [-0.30, -0.10, 0.18], [-0.21, 0.75, -0.19], [0.01, -0.36, -0.11], [-0.18, -0.47, 0.19], [0.39, 0.07, -0.24], [0.04, 0.01, -0.02], [-0.03, -0.21, -0.11], [0.11, -0.13, 0.22], [-0.02, 0.03, 0.00], [-0.06, -0.22, 0.37], [0.27, 0.42, -0.18], [-0.41, -0.07, 0.22], [0.37, 0.26, 0.45], [-0.24, 0.09, -0.38], [-0.14, -0.27, -0.12], [0.26, -0.03, -0.12], [0.03, 0.01, 0.01], [-0.11, 0.07, -0.18], [-0.04, -0.23, -0.09], [0.00, 0.02, 0.05], [0.02, -0.26, -0.31], [0.30, 0.35, 0.27], [-0.02, -0.40, 0.02], [0.48, -0.10, -0.27], [-0.10, -0.03, 0.51], [-0.34, -0.05, -0.02], [0.09, 0.31, -0.09], [0.02, 0.02, -0.02], [-0.09, 0.03, 0.20], [-0.24, -0.01, -0.09], [0.03, -0.02, -0.01]], "charge": -1, "e_lumo_ha": 0.0537}

{"formula": "C10H13NO3", "method": "ωB97M-V/def2-TZVPD", "species": ["C", "C", "C", "C", "C", "C", "C", "C", "C", "C", "N", "O", "O", "O", "H", "H", "H", "H", "H", "H", "H", "H", "H", "H", "H", "H", "H"], "coordinates": [[-2.171037, 1.592988, -0.011184], [-2.881411, 0.569511, -0.668714], [-1.032122, 1.251089, 0.618899], [-1.326410, -1.045319, 0.087612], [-2.594799, -0.759315, -0.462160], [3.261831, -0.091586, -0.289686], [1.386026, 1.274193, -1.286551], [1.108158, -1.529426, 1.676944], [1.714092, -0.026228, -0.533601], [0.825625, -0.207727, 0.946302], [-0.522575, -0.033335, 0.584524], [3.663318, 0.479486, 0.701396], [3.648562, -0.563825, -1.357629], [-3.409502, -1.769356, -0.707923], [-2.574648, 2.538485, 0.110565], [-3.906445, 0.749591, -1.099163], [-0.604721, 2.010504, 1.345959], [-0.793868, -2.074213, 0.266909], [1.330953, 2.091299, -0.558802], [2.140802, 1.498355, -1.958116], [0.457858, 1.239391, -1.756993], [1.259914, -2.173826, 0.923489], [2.043939, -1.327293, 2.273002], [0.227329, -1.725601, 2.321921], [1.426959, -0.923621, -1.043837], [1.107618, 0.694644, 1.495277], [-3.785433, -1.738866, -1.618438]], "forces_ev_per_a": [[1.02, -2.12, 0.03], [-3.31, 0.47, -1.29], [0.04, 2.07, 1.43], [0.43, -2.72, 0.08], [3.91, 0.40, 1.24], [0.07, 1.73, 1.09], [0.30, -0.49, 2.98], [0.17, 4.13, 2.58], [-2.85, -0.53, 1.56], [2.01, 0.86, -1.41], [-0.92, 1.26, 0.00], [0.48, -0.61, -0.11], [0.91, -0.74, -0.40], [-1.43, -1.58, -1.57], [-0.61, 1.69, 0.09], [1.19, 0.14, 0.43], [-0.01, -1.28, -1.10], [-1.93, 1.86, -0.65], [0.13, -0.04, -0.10], [1.43, 0.39, -1.52], [-1.56, -0.31, -0.92], [0.57, -3.19, -2.08], [-1.00, -0.70, -0.54], [0.77, -0.28, -0.32], [-0.27, -0.26, -0.74], [0.15, -0.35, 0.21], [0.32, 0.21, 1.02]], "e_above_lowest_kcal_mol": 0.0, "spin_multiplicity": 3, "e_lumo_ha": [0.0243, -0.1070], "s2": 2.0267}

{"formula": "C12H17N", "method": "ωB97M-V/def2-TZVPD", "species": ["C", "C", "C", "H", "H", "H", "H", "H", "H", "H", "H", "C", "C", "C", "C", "C", "C", "C", "C", "C", "N", "H", "H", "H", "H", "H", "H", "H", "H", "H"], "coordinates": [[-0.685893, -3.320847, -0.682696], [0.729151, -3.358734, -0.471241], [-1.420792, -2.056920, -0.929989], [-0.852443, -3.768591, -1.803913], [-1.259450, -4.010970, 0.031851], [1.317969, -2.427870, -0.695449], [-1.839951, -1.995346, -2.008927], [1.224432, -4.385523, -0.699469], [0.922620, -3.365603, 0.634687], [-2.147945, -1.697200, -0.116951], [-0.563534, -1.247212, -1.150892], [-1.545150, 0.814105, 2.235084], [1.326260, 2.250829, 0.315333], [-0.038366, 1.682508, 0.310430], [-0.345290, 1.438633, 1.653336], [0.543738, 2.045653, 2.454418], [2.122839, 2.218837, -0.799251], [1.548966, 1.656800, -1.954628], [-0.716763, 1.352755, -0.877477], [0.163441, 1.492982, -1.912654], [1.575530, 2.693869, 1.635705], [1.784279, 3.681713, 1.867716], [3.166404, 2.450330, -0.847622], [0.371559, 2.246919, 3.455432], [2.074817, 1.100917, -2.739742], [-1.768830, 1.165122, -0.955406], [-2.027619, 0.169610, 1.451427], [-2.290838, 1.532604, 2.543300], [-0.331844, 1.344390, -2.948692], [-1.037304, 0.296237, 3.006276]], "forces_ev_per_a": [[-3.90, -3.51, -3.74], [4.13, -0.69, 3.23], [0.91, 4.18, -1.38], [0.43, 0.00, 2.69], [0.85, 0.85, -1.06], [-0.49, -1.11, -0.85], [-0.25, -0.38, 2.12], [-0.69, 2.04, -0.42], [-0.22, 0.09, -0.37], [1.13, -0.40, -1.38], [-1.90, -1.18, 1.18], [-0.46, -0.57, -2.08], [-2.65, 0.67, 0.93], [1.75, -0.33, -0.46], [-0.69, 1.32, 0.83], [1.50, 1.54, -3.24], [0.27, -1.01, -1.45], [-0.59, 0.03, 1.54], [2.39, 1.66, 1.47], [-2.06, -1.45, -4.90], [-0.75, -1.01, 1.34], [0.12, -1.22, -0.51], [0.44, 0.24, 0.52], [0.38, 0.37, 1.84], [0.11, 1.26, -0.04], [-0.15, -0.29, -0.09], [0.42, 0.11, 1.10], [-0.10, 0.15, 0.42], [0.99, -0.17, 1.49], [-0.91, -1.19, 1.28]], "e_above_lowest_kcal_mol": 93.1, "smiles": "Cc1c[nH]c2ccccc12.CCC", "e_lumo_ha": 0.0306}